(1)
70
Properties=species:S:1:pos:R:3:forces:R:3:nbo_charge:R:1 method="wB97M-V/def2-TZVPD" smiles="O=[PH2]c1cc(P(O)I)c2nsnc2c1.COP(=O)(OC)OC.COP(=O)(OC)OC.COP(=O)(OC)OC" orbital_gap_ev=6.45 lumo_ev=-2.205 energy_ha=-4156.23032
O 0.1270 -0.6124 -0.9732 -0.5 -4.5 -1.4 -1.075
P -0.0940 -2.1254 -1.4316 1.4 4.2 2.7 1.383
C 0.1453 -3.3386 0.0713 -1.0 -4.0 1.5 -0.393
C 1.1162 -2.9772 1.3421 -1.2 -3.7 1.3 -0.141
C 1.3485 -4.0375 2.5940 -2.7 1.2 -4.4 -0.438
P 2.5177 -3.6719 4.0651 -1.0 -0.9 1.2 0.943
O 1.6792 -2.6987 5.2420 -0.3 -1.3 -1.8 -0.976
I 4.4070 -2.2768 3.2723 -0.9 0.2 -0.1 -0.105
C 0.5296 -5.4570 2.5252 -1.4 -2.1 -0.8 0.124
N 0.5036 -6.6550 3.4666 -1.8 2.6 -5.0 -0.548
S -0.5671 -7.8589 2.7243 1.0 3.8 -1.4 0.800
N -1.1622 -7.1628 1.2013 4.6 4.3 3.9 -0.523
C -0.4596 -5.8196 1.2319 -0.6 -0.2 -1.2 0.094
C -0.6745 -4.7883 -0.0351 3.3 2.6 3.2 -0.152
H -1.4305 -2.2227 -1.9812 1.0 -0.8 0.3 -0.013
H 0.9163 -2.5388 -2.4092 -1.1 0.0 0.6 -0.030
H 1.6976 -1.9509 1.4243 -1.4 -2.3 -0.4 0.276
H 0.8021 -3.1345 5.4543 1.3 0.6 -0.4 0.506
H -1.3357 -5.0255 -0.9736 1.4 0.4 2.2 0.266
C -1.9117 -4.5098 -7.5396 0.2 -0.9 -0.1 -0.255
O -2.0442 -3.1393 -7.2268 -0.4 1.5 1.0 -0.805
P -2.7076 -2.7891 -5.8010 0.6 -0.5 0.8 2.554
O -2.1846 -3.5937 -4.6512 -1.1 1.1 -1.5 -1.096
O -4.2893 -2.9366 -6.0644 1.0 -0.4 1.0 -0.814
C -4.8278 -2.4280 -7.2660 -0.4 0.3 -0.7 -0.254
O -2.4878 -1.1980 -5.6717 0.5 -1.5 -1.1 -0.804
C -2.9209 -0.5812 -4.4756 -0.4 0.4 0.7 -0.256
H -1.7467 -4.6089 -8.6153 0.0 0.2 0.2 0.197
H -1.0527 -4.9269 -7.0085 -0.2 0.0 0.0 0.198
H -2.8175 -5.0599 -7.2707 0.1 -0.1 0.0 0.184
H -4.8184 -3.2139 -8.0246 0.0 0.1 0.0 0.183
H -4.2634 -1.5642 -7.6272 -0.1 -0.1 0.0 0.192
H -5.8618 -2.1235 -7.0874 0.2 -0.1 0.1 0.197
H -3.9429 -0.2173 -4.6083 0.1 0.0 0.1 0.185
H -2.2658 0.2648 -4.2616 0.0 -0.1 -0.1 0.204
H -2.8868 -1.2725 -3.6291 0.0 0.0 -0.1 0.192
C -2.0443 3.1870 6.5620 -0.2 0.2 0.8 -0.253
O -1.7603 2.6084 5.3057 0.7 -1.0 -1.2 -0.807
P -0.5938 1.4976 5.2740 0.0 -1.0 0.9 2.550
O -0.6646 0.4819 6.3722 0.4 1.6 -1.6 -1.087
O 0.7634 2.3636 5.2416 -0.7 -1.3 0.8 -0.816
C 0.8197 3.5068 4.4154 0.2 0.8 -0.6 -0.254
O -0.6984 0.8941 3.7834 -0.9 1.2 1.1 -0.807
C 0.1761 -0.1665 3.4532 0.6 -0.6 -0.1 -0.267
H -2.6091 4.1089 6.4031 0.1 -0.2 -0.2 0.192
H -2.6491 2.4976 7.1561 0.1 0.1 0.0 0.196
H -1.1218 3.4276 7.0973 -0.1 0.0 0.1 0.184
H 0.4980 4.3797 4.9879 0.0 0.0 -0.1 0.177
H 0.1875 3.3965 3.5305 0.1 0.1 0.1 0.186
H 1.8528 3.6581 4.0935 -0.2 -0.1 0.1 0.215
H 1.0815 0.2426 2.9978 0.0 -0.1 0.0 0.181
H -0.3218 -0.8189 2.7340 -0.1 0.2 0.0 0.195
H 0.4452 -0.7573 4.3331 0.0 0.1 -0.1 0.213
C 4.0118 7.1889 0.4389 0.5 0.5 0.5 -0.255
O 3.0322 6.4557 -0.2656 -1.1 -1.3 -0.4 -0.807
P 2.6092 5.0340 0.3632 -0.6 0.0 1.1 2.554
O 2.3644 5.0493 1.8405 0.6 -0.3 -2.2 -1.092
O 3.7781 4.0361 -0.1173 -0.7 0.3 1.2 -0.814
C 4.2548 4.1369 -1.4421 0.3 0.0 -0.8 -0.253
O 1.3415 4.5969 -0.5305 1.3 1.6 0.3 -0.807
C 0.6922 3.3899 -0.1839 -0.4 -1.0 0.2 -0.259
H 4.4225 7.9530 -0.2257 -0.2 -0.2 0.0 0.194
H 3.5549 7.6778 1.3027 0.1 -0.1 0.0 0.199
H 4.8245 6.5361 0.7686 0.0 0.1 0.1 0.183
H 5.0958 4.8335 -1.4691 -0.1 0.0 -0.1 0.181
H 3.4743 4.4792 -2.1268 0.1 0.0 0.0 0.191
H 4.6019 3.1533 -1.7673 -0.1 0.1 0.2 0.196
H 1.1201 2.5710 -0.7677 -0.1 0.0 0.1 0.194
H -0.3684 3.4825 -0.4228 0.2 0.1 0.0 0.197
H 0.7922 3.1689 0.8824 0.0 0.1 -0.1 0.198

(2)
53
Properties=species:S:1:pos:R:3:forces:R:3:nbo_charge:R:1 method="wB97M-V/def2-TZVPD" orbital_gap_ev=4.74 lumo_ev=-0.864 energy_ha=-1640.96694
Sn 0.1770 0.1375 -0.0562 -1.4 -1.1 1.0 1.188
Si 0.3146 -2.1829 -1.2617 0.1 -0.3 0.2 0.585
P 0.6417 1.3933 -2.3050 0.0 -0.5 0.3 0.979
N -1.6931 0.8048 0.4812 3.2 0.9 0.4 -1.073
H 1.9522 0.2798 0.8223 -2.0 0.7 -1.5 -0.173
C 0.9917 3.1563 -2.1451 0.1 0.3 -0.3 -0.953
H 1.2786 3.5429 -3.1292 -0.1 0.1 0.2 0.236
H 1.8156 3.3209 -1.4416 -0.2 -0.1 -0.1 0.252
H 0.1065 3.6891 -1.7818 0.1 -0.2 -0.1 0.269
C 2.0954 0.6930 -3.1695 0.1 0.3 -0.2 -0.949
H 2.2504 1.2707 -4.0923 0.1 -0.2 0.1 0.238
H 1.9566 -0.3688 -3.4215 -0.1 0.4 0.1 0.259
H 2.9878 0.7893 -2.5315 -0.3 0.0 -0.2 0.250
C -0.7701 1.2354 -3.4512 0.1 0.3 -0.1 -0.946
H -0.5643 1.8798 -4.3187 -0.2 -0.2 0.1 0.235
H -1.6938 1.5717 -2.9592 0.3 -0.1 0.0 0.282
H -0.9066 0.1968 -3.7823 0.1 0.3 0.2 0.267
C 2.0586 -2.8794 -1.3607 0.0 0.0 0.0 -1.106
H 2.5120 -2.8685 -0.3510 -0.2 -0.1 -0.5 0.264
H 2.6733 -2.2837 -2.0586 -0.1 -0.4 0.3 0.219
H 1.9666 -3.9145 -1.7265 0.3 0.3 0.1 0.243
H -0.5310 -3.2017 -0.5672 0.1 0.3 -0.1 -0.121
H -0.2462 -2.0663 -2.6546 0.1 0.1 0.2 -0.166
C -2.9004 0.3929 0.1136 -0.7 -1.0 -1.1 0.168
C -5.2899 0.9379 0.2746 0.8 -0.9 -0.6 -0.208
C -3.9768 1.1835 0.6369 -0.1 -0.4 -0.4 -0.248
C -3.2398 -0.7247 -0.7566 -0.1 1.1 0.7 -0.351
C -4.5657 -0.9337 -1.1158 -0.1 0.5 0.5 -0.179
C -5.5887 -0.1114 -0.6232 0.2 0.1 0.2 -0.331
H -6.0606 1.5601 0.6833 -0.4 0.2 0.1 0.199
H -3.6900 2.0119 1.2856 -0.2 -0.2 -0.1 0.199
H -2.4512 -1.3861 -1.1233 -0.2 0.2 0.1 0.184
H -4.8278 -1.7524 -1.7743 0.0 0.0 -0.1 0.197
H -6.6090 -0.2995 -0.9224 -0.1 0.0 0.0 0.198
C 3.1918 -0.4132 1.6135 -0.4 -3.5 1.9 0.497
O 2.6978 -1.5735 1.8727 1.1 3.0 -0.8 -0.645
C 3.1565 0.6409 2.7004 -0.3 0.8 0.6 -0.718
H 3.8805 1.4145 2.4284 0.0 0.0 0.3 0.218
H 3.4350 0.1792 3.6764 -0.1 0.2 -0.8 0.251
H 2.1767 1.1689 2.8327 0.7 -0.7 -0.2 0.242
C 4.2808 -0.3250 0.5749 0.6 -0.1 -0.9 -0.718
H 4.5996 0.6871 0.2555 -0.5 -0.4 0.3 0.217
H 3.9549 -0.9173 -0.2845 0.1 0.2 -0.1 0.238
H 5.2094 -0.8355 0.9129 -0.7 0.2 0.3 0.255
C -1.2688 -0.9479 4.5112 0.4 0.1 -0.1 -0.630
C -0.6915 -0.0662 3.4134 -0.2 0.2 -0.6 -0.075
O -0.0189 -0.8302 2.3602 0.9 0.3 0.7 -0.757
H -1.9864 -1.6751 4.1242 0.2 0.1 -0.1 0.223
H -1.7883 -0.3042 5.2252 0.0 -0.1 0.0 0.212
H -0.4569 -1.4598 5.0364 -0.2 -0.1 0.0 0.199
H -1.4941 0.4911 2.8968 0.4 -0.3 0.1 0.229
H 0.0141 0.6760 3.8347 -0.2 -0.3 -0.1 0.151
H 0.9342 -0.9836 2.5986 -1.0 -0.2 -0.1 0.502

(3)
64
Properties=species:S:1:pos:R:3:forces:R:3:nbo_charge:R:1 method="wB97M-V/def2-TZVPD" total_charge=-1 orbital_gap_ev=7.46 lumo_ev=2.166 energy_ha=-1704.66492
Ba -0.0877 -0.4273 0.1813 0.3 -1.0 -0.2 1.856
O -1.6941 -0.8364 -4.2410 0.4 1.0 0.3 -0.732
C -1.3991 -0.1057 -3.1010 0.7 -0.4 1.1 0.950
O -1.9261 -0.4236 -2.0163 -0.2 0.2 0.0 -0.828
O -0.5043 0.7635 -3.3011 -0.3 0.1 0.3 -0.845
H -1.0296 -0.2939 -4.7147 -0.4 -0.8 -1.1 0.486
O 1.2257 -4.7742 -2.0945 -0.9 0.7 0.1 -0.738
C 1.3199 -3.8240 -1.0866 1.2 0.5 1.6 0.945
O 2.1737 -3.9813 -0.2115 0.0 -0.5 -0.4 -0.746
O 0.5123 -2.8523 -1.1543 -0.7 0.3 -0.4 -0.905
H 0.4085 -4.4220 -2.4850 0.2 -0.5 -0.6 0.479
O 2.6967 -0.4565 4.1370 -1.1 1.5 -0.5 -0.727
C 1.7616 -0.4007 3.1060 0.1 -1.5 -2.0 0.929
O 1.0847 0.6466 2.9715 -0.2 0.7 0.6 -0.857
O 1.7388 -1.3542 2.3125 -0.1 -0.4 0.1 -0.787
H 2.5814 0.5031 4.2812 0.8 -0.2 1.2 0.476
C -5.4043 3.3780 1.7473 -0.7 0.3 1.0 -0.240
O -4.4268 2.3930 1.5727 0.4 0.5 -0.7 -0.550
C -4.9345 1.0939 1.5118 -0.4 -1.5 -0.2 -0.084
C -3.9196 0.1606 0.8337 0.6 0.2 0.6 -0.249
N -2.5847 0.2789 1.4712 -0.5 -0.3 0.6 -0.672
C -2.5106 -0.5273 2.7567 1.7 0.9 -1.1 -0.276
C -2.2788 -2.0622 2.6048 -1.0 1.1 0.1 -0.067
O -1.1070 -2.3695 1.8747 -0.7 0.8 0.1 -0.582
C -0.7304 -3.7387 1.8697 0.1 -0.2 1.1 -0.252
H -6.2886 3.2274 1.1219 0.2 -0.1 -0.3 0.167
H -5.0177 4.3848 1.6006 0.4 -0.2 -0.4 0.193
H -5.7676 3.3931 2.7858 0.0 -0.2 0.0 0.158
H -5.8134 1.0008 0.8595 -0.3 0.4 0.3 0.171
H -5.1926 0.7600 2.5256 -0.1 0.0 0.0 0.156
H -3.9409 0.4268 -0.2244 0.7 0.0 0.0 0.227
H -4.1441 -0.9053 0.8925 -0.7 0.2 0.0 0.201
H -2.6002 1.2364 1.8161 0.7 0.1 -0.2 0.374
H -3.2837 -0.1320 3.4204 -0.5 -1.2 0.1 0.189
H -1.6056 -0.1583 3.2560 0.2 0.0 -0.2 0.234
H -3.1522 -2.5104 2.1182 0.0 -0.3 0.1 0.162
H -2.2252 -2.3717 3.6543 0.1 -0.6 -0.1 0.180
H 0.3276 -3.7761 1.6152 -0.1 0.0 -0.3 0.260
H -1.3419 -4.3885 1.2390 0.0 0.4 -0.4 0.171
H -0.8548 -4.1145 2.8938 0.2 -0.1 0.0 0.154
C -0.3917 3.2204 -0.9133 0.2 -0.2 -1.5 -0.256
O 0.4741 2.3331 -0.2328 -0.3 0.6 -0.1 -0.594
C 1.8610 2.5057 -0.5824 -0.7 -0.9 1.7 -0.072
C 2.3462 1.3684 -1.4885 0.1 2.4 0.2 -0.287
N 2.4863 0.0910 -0.8348 0.8 -0.4 -0.7 -0.673
C 3.0748 -0.9302 -1.7563 -0.3 -0.2 0.1 -0.258
C 4.2478 -0.4660 -2.5958 0.4 0.5 -0.8 -0.087
O 5.3818 -0.2137 -1.7829 -0.4 0.8 0.4 -0.543
C 6.2572 0.7305 -2.3355 0.3 -0.1 -0.6 -0.242
H -1.4081 2.9220 -0.6750 -0.1 0.2 -0.1 0.199
H -0.2070 3.1346 -1.9928 -0.5 -0.6 -0.1 0.191
H -0.2269 4.3009 -0.8016 0.1 -0.1 1.1 0.156
H 2.2777 2.4489 0.4305 0.8 0.1 -0.3 0.200
H 1.9781 3.5164 -0.9735 0.3 -0.2 -0.3 0.179
H 3.2959 1.7604 -1.8756 0.0 -0.2 -0.2 0.166
H 1.6009 1.4038 -2.2905 0.2 -0.8 -0.2 0.249
H 3.1469 0.1223 -0.0620 -0.2 0.5 0.2 0.384
H 2.2642 -1.2376 -2.4181 0.1 -0.4 0.0 0.223
H 3.4005 -1.7403 -1.1044 -0.3 -0.3 -0.2 0.249
H 3.9499 0.4215 -3.1723 0.1 0.3 0.3 0.158
H 4.5993 -1.1046 -3.4185 -0.6 -0.8 0.3 0.177
H 6.7968 0.3021 -3.1920 0.3 -0.1 0.2 0.155
H 6.9529 1.0523 -1.5644 0.1 -0.1 0.0 0.189
H 5.7764 1.6174 -2.7682 -0.4 0.0 0.4 0.157

(4)
63
Properties=species:S:1:pos:R:3:forces:R:3:nbo_charge:R:1 method="wB97M-V/def2-TZVPD" total_charge=-1 orbital_gap_ev=4.11 lumo_ev=2.213 energy_ha=-4280.39744
Cu -0.3161 0.3486 -2.0588 0.1 0.2 -1.1 0.895
C -0.0322 0.0217 -4.5697 -0.8 -0.2 -0.8 0.932
O 0.1404 -0.3039 -5.7800 0.5 0.3 0.8 -0.841
O -1.2351 -0.0817 -4.0330 -0.2 -0.3 0.9 -0.990
O 0.8870 0.4883 -3.7648 0.4 -0.2 0.1 -0.969
C -1.9371 2.5765 -0.2811 -0.3 0.7 -0.5 0.548
O -1.8710 1.6182 -1.0126 -0.3 -0.3 0.2 -0.621
N -2.8827 2.7957 0.6638 0.0 0.4 -0.2 -0.442
C -2.7711 3.9186 1.5877 0.5 -1.1 -0.1 -0.403
C -4.0255 1.9324 0.8238 0.2 -0.8 0.4 -0.433
H -1.2941 3.4679 -0.3924 0.4 -0.3 0.1 0.112
H -2.6536 3.4374 2.5635 -0.5 0.6 0.4 0.194
H -3.6256 4.5848 1.4978 0.0 0.1 0.3 0.196
H -1.8319 4.4504 1.4438 -0.1 0.1 -0.4 0.212
H -4.1056 1.6462 1.8793 -0.3 0.3 0.0 0.185
H -4.9527 2.3847 0.4688 0.0 0.1 0.1 0.197
H -3.8786 0.9807 0.3124 0.2 0.2 -0.3 0.258
C 0.2646 -2.6903 -0.4016 -0.4 -0.1 -0.1 0.531
O 0.0539 -1.6549 -0.9938 0.0 0.3 0.3 -0.637
N 1.3112 -3.5032 -0.6395 0.2 0.0 -0.3 -0.433
C 1.4241 -4.8250 -0.0794 0.1 0.0 0.3 -0.400
C 2.2598 -3.1659 -1.7003 -0.4 -0.1 0.1 -0.432
H -0.4258 -3.0533 0.3788 0.1 -0.1 0.0 0.115
H 0.7156 -4.9806 0.7343 0.0 0.2 0.1 0.207
H 2.4416 -4.9465 0.2985 0.0 -0.2 0.1 0.192
H 1.2275 -5.6182 -0.8063 0.1 0.1 -0.2 0.192
H 2.3081 -4.0211 -2.3758 0.2 0.1 -0.1 0.196
H 1.9053 -2.2917 -2.2445 0.0 0.0 0.0 0.284
H 3.2413 -2.9570 -1.2686 0.1 -0.1 -0.1 0.185
Cl -4.3256 -4.0099 -3.1202 0.1 -0.1 0.1 -0.122
C -2.8401 -3.0294 -2.8015 -0.2 0.2 -0.1 -0.368
C -3.1842 -1.7063 -2.1875 0.3 0.3 0.2 -0.362
Cl -3.4543 -1.8579 -0.3956 -0.5 -0.1 -0.1 -0.157
H -2.3740 -2.8644 -3.7697 0.1 0.1 0.1 0.271
H -2.2077 -3.6017 -2.1305 0.1 -0.1 -0.2 0.207
H -4.0236 -1.2277 -2.6816 -0.2 -0.1 0.3 0.228
H -2.3554 -1.0120 -2.2198 0.4 0.0 -0.5 0.280
C 4.4562 -0.8087 1.6901 0.0 -0.1 -1.1 -0.629
C 2.9849 -0.5138 1.4578 0.6 -0.3 -0.3 -0.075
O 2.8003 0.9106 1.4623 -0.1 0.2 0.4 -0.817
P 1.3622 1.4650 1.0894 -0.3 0.0 0.5 2.591
O 0.9478 1.3265 -0.3023 0.1 -0.1 0.0 -1.105
O 0.4599 0.7527 2.1892 0.0 0.0 -0.8 -0.830
C -0.8427 0.2436 1.8278 -0.5 -0.2 0.6 -0.078
C -1.0639 -1.0552 2.5795 -0.1 0.5 0.0 -0.622
O 1.3765 2.9637 1.6103 0.0 -0.1 0.2 -0.818
C 1.7897 4.0345 0.7500 0.4 0.1 -0.3 -0.071
C 3.1513 4.5390 1.1842 0.4 -0.1 0.8 -0.638
H 4.7309 -0.7718 2.7393 0.2 0.0 0.0 0.207
H 4.7000 -1.7711 1.2307 -0.2 -0.3 0.6 0.213
H 5.0644 -0.1487 1.0676 0.0 0.4 0.4 0.223
H 2.6708 -0.8917 0.4815 -0.1 0.0 0.0 0.201
H 2.4060 -1.0037 2.2429 -0.3 0.3 -0.1 0.181
H -1.5826 0.9858 2.1401 0.1 0.0 0.1 0.163
H -1.0132 0.0967 0.7607 0.6 0.0 -0.1 0.238
H -2.0845 -1.3519 2.3320 0.1 -0.4 0.1 0.225
H -0.3415 -1.8194 2.2983 -0.1 0.0 -0.2 0.202
H -0.9678 -0.9074 3.6562 -0.1 0.1 0.0 0.201
H 1.8199 3.6751 -0.2805 -0.1 0.0 0.0 0.218
H 1.0412 4.8252 0.8046 -0.1 -0.1 0.2 0.174
H 3.2573 4.5392 2.2740 -0.5 0.1 0.0 0.212
H 3.9574 3.8673 0.8855 -0.1 0.1 -0.5 0.218
H 3.3428 5.5689 0.8849 0.0 -0.1 -0.4 0.213